C5H5NO2 | ωB97M-V/def2-TZVPD

Each line ends with the natural charge from an NBO analysis.
Geometry (Å):
1 C 0.634885 1.114022 -0.105711  0.077
2 C 0.165170 -0.294538 -0.200614  -0.514
3 C -0.995716 -0.499561 0.696369  0.479
4 C -0.152408 -0.936228 -1.463760  -0.011
5 C -0.368747 -1.677482 -2.470087  -0.183
6 H 0.495450 1.995052 2.646710  0.480
7 H 0.477737 1.539388 -1.033430  0.187
8 H 0.705575 -0.899948 0.566694  0.317
9 H -1.403955 0.440669 0.898170  0.117
10 H -0.295012 -2.129707 -3.418166  0.243
11 N 1.013367 1.909121 0.800741  -0.111
12 O 1.130052 1.029898 1.940785  -0.582
13 O -1.406398 -1.590687 1.142300  -0.498

Atoms 1-2, force components in eV/Å:
C -0.6 0.5 -2.0
C 0.9 -1.8 2.5

## Properties
ΔE to the lowest compared entry with this formula, charge and spin: 8.156 eV
HOMO energy: -0.3611 Eh
gap between HOMO and LUMO: 9.5551 eV
molecular weight: 111.1 Da

---

H24O12 | ωB97M-V/def2-TZVPD

Each line ends with the natural charge from an NBO analysis.
Geometry (Å):
1 O 1.817778 0.749722 2.195139  -0.977
2 H 1.207778 0.557722 1.490139  0.494
3 H 1.359778 1.417722 2.699139  0.470
4 O 2.002778 1.017722 -2.144861  -0.940
5 H 1.202778 1.329722 -2.589861  0.473
6 H 2.247778 1.773722 -1.595861  0.499
7 O -1.856222 0.976722 1.914139  -0.972
8 H -1.975222 0.480722 1.151139  0.495
9 H -2.520222 0.834722 2.584139  0.468
10 O -0.458222 2.782722 -0.191861  -0.956
11 H -0.268222 1.863722 -0.224861  0.473
12 H 0.384778 3.114722 -0.437861  0.453
13 O -2.256222 1.537722 -2.192861  -0.948
14 H -2.169222 0.858722 -1.524861  0.477
15 H -1.371222 1.898722 -2.280861  0.454
16 O -0.567222 -1.377278 3.513139  -0.958
17 H 0.057778 -1.116278 2.802139  0.480
18 H -0.382222 -0.647278 4.116139  0.473
19 O 1.002778 -3.470278 -1.263861  -0.978
20 H 0.642778 -4.366278 -1.437861  0.474
21 H 0.834778 -3.269278 -0.318861  0.493
22 O -2.568222 -0.506278 -0.433861  -0.978
23 H -1.971222 -0.893278 -1.031861  0.505
24 H -3.300222 -1.105278 -0.322861  0.480
25 O -0.993222 -1.948278 -2.178861  -0.961
26 H -0.103222 -2.264278 -2.067861  0.498
27 H -1.401222 -2.858278 -2.188861  0.461
28 O 0.421778 0.202722 -0.263861  -1.024
29 H 1.017778 0.443722 -0.992861  0.488
30 H 0.608778 -0.737278 -0.109861  0.497
31 O 0.772778 -2.289278 1.127139  -0.956
32 H 0.160778 -2.798278 1.682139  0.506
33 H 1.622778 -2.527278 1.436139  0.494
34 O 2.183778 3.123722 -0.591861  -0.948
35 H 2.332778 4.060722 -0.696861  0.490
36 H 2.278778 3.148722 0.373139  0.502

Atoms 1-2, force components in eV/Å:
O 0.7 -0.1 0.6
H -0.6 -0.1 -1.0

## Properties
ΔE to the lowest compared entry with this formula, charge and spin: 1.966 eV
HOMO energy: -0.3619 Eh
gap between HOMO and LUMO: 9.7641 eV
molecular weight: 216.2 Da
SMILES: O.O.O.O.O.O.O.O.O.O.O.O

---

C17H50F6FeNO22S2 | ωB97M-V/def2-TZVPD

Each line ends with the Mulliken charge.
Geometry (Å):
1 Fe -10.825661 -22.171296 17.695513  0.704
2 C -9.856817 -24.715225 15.094865  0.110
3 F -9.854355 -25.609618 14.155651  -0.149
4 F -8.667057 -24.634618 15.649171  -0.151
5 F -10.215533 -23.539109 14.604338  -0.164
6 S -11.108333 -25.309269 16.416120  0.384
7 O -12.034847 -26.096209 15.637106  -0.092
8 O -10.308255 -26.014482 17.390195  -0.581
9 N -11.717934 -23.875146 17.141723  1.242
10 S -13.126891 -24.361099 17.762660  -0.279
11 O -13.307185 -25.747934 18.046424  -0.361
12 O -13.485990 -23.466028 18.838617  -0.350
13 C -14.455571 -23.947723 16.476855  0.528
14 F -15.663739 -24.065012 16.999867  -0.134
15 F -14.327461 -22.682941 16.054962  -0.217
16 F -14.289103 -24.756861 15.449820  -0.103
17 O -10.636573 -23.063047 19.743319  -0.259
18 H -10.632262 -24.022130 19.994335  0.429
19 H -10.447076 -22.575793 20.555072  0.224
20 O -10.384520 -21.063248 15.863041  -0.425
21 H -9.916350 -20.219135 15.811543  0.255
22 H -11.019670 -21.054239 15.107979  0.331
23 O -8.800649 -22.742115 17.780663  -0.427
24 H -8.456303 -23.040562 18.637346  0.276
25 H -8.021227 -22.581909 17.227731  0.244
26 O -12.541213 -20.966347 17.663136  -0.384
27 H -12.870009 -20.323050 17.021132  0.291
28 H -13.020147 -20.784979 18.503925  0.272
29 O -12.360083 -21.077136 13.907767  -0.613
30 H -12.791653 -20.407164 13.362415  0.281
31 H -12.353928 -21.875063 13.360715  0.266
32 C -8.831504 -29.018798 18.555360  -0.828
33 C -9.283806 -30.116147 17.595929  0.428
34 C -10.723443 -29.943124 17.113756  -0.199
35 O -10.642760 -30.201909 15.731667  -0.326
36 C -9.355444 -30.153168 15.322328  0.612
37 O -9.006307 -30.271586 14.192040  -0.553
38 O -8.534016 -30.049128 16.374570  -0.343
39 H -7.753094 -29.096017 18.686846  0.356
40 H -9.285717 -29.172697 19.536130  0.391
41 H -9.127140 -28.050680 18.160451  -0.165
42 H -9.146739 -31.127879 17.981668  0.334
43 H -11.200162 -29.015747 17.450768  -0.030
44 H -11.380257 -30.696699 17.562127  0.377
45 C -20.601442 -22.048159 17.582108  -1.488
46 C -19.682549 -23.170223 17.123550  0.587
47 C -19.101132 -24.191681 18.126297  -0.314
48 O -19.466369 -25.436114 17.597001  -0.320
49 C -20.253011 -25.317972 16.527697  0.542
50 O -20.715782 -26.225596 15.907460  -0.548
51 O -20.557577 -24.019988 16.328065  -0.354
52 H -21.313713 -21.692590 16.846364  0.344
53 H -20.051580 -21.197527 17.998007  0.378
54 H -21.171639 -22.371897 18.459695  0.372
55 H -18.926879 -22.818469 16.415518  0.269
56 H -19.608608 -24.064252 19.091636  0.375
57 H -18.046817 -24.041731 18.351174  0.122
58 C -14.286471 -29.070286 16.606758  -0.299
59 O -14.591750 -29.652127 17.893895  -0.562
60 H -13.265194 -29.284620 16.307267  -0.043
61 H -14.933162 -29.469048 15.820412  0.492
62 H -14.511945 -28.007539 16.730268  0.131
63 H -15.539457 -29.812499 17.852401  0.307
64 C -6.026710 -26.785869 17.109735  -0.512
65 O -5.734102 -28.171202 17.139271  -0.496
66 H -7.035953 -26.561144 16.752231  0.096
67 H -5.942647 -26.425132 18.135947  0.244
68 H -5.255782 -26.280756 16.520522  0.395
69 H -5.562769 -28.489084 16.248853  0.300
70 C -12.895267 -27.708761 13.300867  -0.460
71 O -12.766224 -26.318899 13.000457  -0.692
72 H -11.919780 -28.138228 13.542354  0.266
73 H -13.634783 -27.892436 14.082999  0.021
74 H -13.235839 -28.156026 12.366255  0.389
75 H -12.316070 -25.905330 13.753754  0.356
76 C -10.459775 -24.711545 10.583524  -0.570
77 O -10.649298 -26.007351 11.176390  -0.464
78 H -9.616902 -24.189647 11.047195  0.207
79 H -10.264322 -24.931905 9.536582  0.264
80 H -11.335055 -24.084181 10.768567  0.231
81 H -11.501436 -26.000794 11.645789  0.408
82 C -17.204634 -25.677340 14.718133  -0.205
83 O -18.397435 -25.273008 14.075534  -0.542
84 H -17.187805 -25.380018 15.771786  -0.035
85 H -16.992331 -26.746619 14.674715  0.288
86 H -16.378656 -25.101738 14.304501  0.240
87 H -19.122617 -25.696028 14.553509  0.292
88 C -14.277899 -21.314219 21.003048  -0.516
89 O -13.103053 -20.728984 20.459929  -0.547
90 H -15.085374 -21.282458 20.274249  0.214
91 H -14.091061 -22.322433 21.369214  0.221
92 H -14.656549 -20.713689 21.838099  0.300
93 H -12.304336 -21.036246 20.880997  0.246
94 C -11.449582 -26.084867 21.141482  -0.677
95 O -10.553467 -25.621495 20.110939  -0.590
96 H -12.458779 -25.873196 20.781056  0.253
97 H -11.308007 -27.155388 21.295240  0.313
98 H -11.181867 -25.568587 22.059228  0.300
99 H -10.640863 -26.111003 19.269495  0.272

Atoms 1-2, force components in eV/Å:
Fe -0.1 0.3 0.3
C -0.8 -0.2 1.0

## Properties
charge: +1
HOMO energy (alpha / beta): -0.4216 / -0.4216 Eh
expectation value of S²: 6.007
gap between HOMO and LUMO (alpha / beta): 7.8467 / 7.5428 eV
molecular weight: 854.5 Da
2S+1: 5

---

C10H15NO2 | ωB97M-V/def2-TZVPD

Each line ends with the natural charge from an NBO analysis.
Geometry (Å):
1 C 2.253815 2.624202 -1.833832  -0.642
2 C 1.907707 1.219166 -1.541775  -0.049
3 C 2.461140 0.567450 -0.427660  -0.201
4 C 2.056955 -0.713803 -0.129368  -0.285
5 C 1.184469 -1.361796 -1.012327  0.289
6 O 0.811598 -2.660315 -0.851400  -0.685
7 C 0.639475 -0.744062 -2.148413  -0.253
8 C 1.074450 0.552983 -2.445303  -0.201
9 H 2.532244 2.643331 -2.908309  0.229
10 H 2.771192 3.189473 -1.068009  0.226
11 H 1.295359 3.126221 -2.037322  0.216
12 H 3.035810 1.227371 0.232415  0.213
13 H 2.418560 -1.155281 0.790351  0.213
14 H 0.939992 -3.031835 0.023880  0.485
15 H 0.046754 -1.434774 -2.721429  0.232
16 H 0.667504 0.947983 -3.380621  0.216
17 C -0.800929 0.882833 2.924810  -0.599
18 C -1.478933 -0.429241 2.345758  -0.517
19 C -2.762189 -0.299959 1.616973  0.663
20 N -2.888560 0.834407 0.867354  -0.836
21 O -3.719746 -1.046581 1.724127  -0.605
22 H 0.255457 0.897698 2.769073  0.212
23 H -1.105975 0.937745 4.013292  0.212
24 H -1.305801 1.701823 2.416804  0.207
25 H -0.714658 -0.752849 1.593994  0.227
26 H -1.279971 -1.225923 3.099732  0.238
27 H -3.771577 0.859437 0.374200  0.404
28 H -2.127603 1.369242 0.497549  0.393

Atoms 1-2, force components in eV/Å:
C -1.8 0.6 -1.9
C 0.6 -0.5 0.0

## Properties
ΔE to the lowest compared entry with this formula, charge and spin: 1.287 eV
HOMO energy: -0.3066 Eh
gap between HOMO and LUMO: 8.9451 eV
molecular weight: 181.2 Da
SMILES: Cc1ccc(O)cc1.CCC(N)=O